DFT (ωB97M-V/def2-TZVPD) results for the molecule C25H25N3O4.

Each line ends with the natural charge from an NBO analysis.
CARTESIAN COORDINATES (ANGSTROEM)
C -3.91 -1.26 0.33  -0.241
O -2.68 -1.27 1.03  -0.522
C -2.10 -0.11 1.46  0.299
C -1.14 -0.28 2.45  -0.275
C -0.39 0.78 2.92  -0.244
C -0.63 2.06 2.44  -0.011
C 0.26 3.21 2.82  -0.434
C 1.00 3.74 1.57  -0.224
N 1.30 2.67 0.66  -0.607
C 0.62 2.50 -0.50  0.659
O -0.10 3.36 -0.98  -0.644
C 0.80 1.17 -1.15  0.051
C 0.78 1.08 -2.49  -0.133
C 0.89 -0.13 -3.28  -0.109
C 0.28 -1.33 -2.92  -0.149
C 0.44 -2.44 -3.73  -0.255
C 1.21 -2.31 -4.88  0.038
N 1.78 -1.17 -5.25  -0.412
C 1.62 -0.12 -4.47  0.066
N 1.01 0.07 -0.29  -0.664
C 2.01 -0.85 -0.46  0.657
O 2.88 -0.74 -1.29  -0.588
C 1.94 -1.99 0.50  -0.091
C 0.72 -2.56 0.87  -0.223
C 0.70 -3.65 1.73  -0.207
C 1.89 -4.16 2.22  -0.198
C 3.10 -3.61 1.85  -0.215
C 3.12 -2.53 0.98  -0.176
C -1.63 2.25 1.49  -0.290
C -2.34 1.19 0.96  0.235
O -3.25 1.34 -0.05  -0.509
C -3.37 2.60 -0.67  -0.266
H -4.65 -0.64 0.84  0.181
H -4.24 -2.30 0.32  0.188
H -3.79 -0.90 -0.69  0.189
H -0.98 -1.28 2.82  0.233
H 0.38 0.61 3.66  0.216
H -0.32 4.03 3.26  0.224
H 0.99 2.87 3.56  0.208
H 1.92 4.26 1.86  0.205
H 0.37 4.44 1.02  0.233
H 1.87 1.91 1.00  0.403
H 0.70 2.01 -3.03  0.236
H -0.34 -1.38 -2.04  0.213
H -0.02 -3.38 -3.48  0.218
H 1.36 -3.15 -5.55  0.191
H 2.12 0.78 -4.80  0.190
H 0.41 0.00 0.52  0.430
H -0.21 -2.19 0.47  0.224
H -0.24 -4.09 2.00  0.216
H 1.87 -5.01 2.90  0.215
H 4.02 -4.02 2.22  0.217
H 4.06 -2.09 0.66  0.230
H -1.81 3.24 1.13  0.234
H -2.41 2.97 -1.03  0.218
H -3.82 3.33 0.01  0.172
H -4.04 2.45 -1.51  0.198

Properties
maximum force	0.7	eV/A
frontier orbital gap	0.317	Eh
SMILES	COc1ccc(CCNC(=O)/C(=C/c2cccnc2)NC(=O)c2ccccc2)cc1OC
E	-1432.8968	Eh
HOMO energy	-8.4	eV
energy relative to the best compared isomer or geometry (same formula, charge and spin)	278.93	kJ/mol